No. 1
{"formula": "C21H25ClN4O2S", "method": "ωB97M-V with the def2-TZVPD basis set", "symbols": ["C", "S", "C", "C", "C", "N", "C", "O", "C", "C", "C", "C", "C", "C", "Cl", "C", "O", "N", "C", "C", "N", "C", "C", "C", "C", "C", "N", "C", "C", "H", "H", "H", "H", "H", "H", "H", "H", "H", "H", "H", "H", "H", "H", "H", "H", "H", "H", "H", "H", "H", "H", "H", "H", "H"], "xyz": [[4.768, 1.460, -0.722], [3.564, 0.658, -1.820], [3.782, -1.096, -1.355], [3.539, -1.445, 0.108], [2.090, -1.330, 0.605], [1.549, -0.012, 0.372], [0.981, 0.747, 1.323], [0.953, 0.424, 2.501], [0.414, 2.049, 0.853], [0.448, 3.095, 1.774], [-0.056, 4.343, 1.470], [-0.626, 4.564, 0.227], [-0.694, 3.535, -0.694], [-0.179, 2.284, -0.387], [-0.365, 1.051, -1.593], [1.156, -2.338, -0.088], [1.452, -2.862, -1.149], [-0.042, -2.574, 0.486], [-0.516, -2.206, 1.801], [-1.777, -1.328, 1.702], [-2.519, -1.652, 0.505], [-2.971, -0.652, -0.303], [-3.412, -0.859, -1.621], [-3.891, 0.219, -2.333], [-3.926, 1.477, -1.740], [-3.459, 1.582, -0.444], [-2.998, 0.562, 0.257], [-2.420, -3.039, 0.144], [-0.983, -3.382, -0.277], [4.398, 1.468, 0.300], [4.878, 2.479, -1.078], [5.718, 0.938, -0.789], [3.089, -1.642, -1.992], [4.804, -1.364, -1.628], [3.851, -2.483, 0.245], [4.168, -0.820, 0.748], [2.096, -1.497, 1.688], [1.614, 0.328, -0.580], [0.882, 2.892, 2.741], [-0.012, 5.138, 2.198], [-1.028, 5.534, -0.026], [-1.153, 3.692, -1.658], [-0.741, -3.133, 2.345], [0.236, -1.656, 2.362], [-1.517, -0.270, 1.657], [-2.398, -1.485, 2.593], [-3.363, -1.830, -2.087], [-4.226, 0.085, -3.352], [-4.295, 2.338, -2.273], [-3.445, 2.532, 0.076], [-3.115, -3.286, -0.656], [-2.704, -3.630, 1.023], [-0.780, -4.450, -0.126], [-0.817, -3.156, -1.334]], "forces_ev_per_angstrom": [[-0.47, -0.31, -0.21], [0.36, -0.03, -0.23], [0.09, 0.41, -0.11], [-0.30, -0.07, -0.06], [0.27, -0.20, 0.13], [0.00, -0.07, 0.04], [0.16, -0.17, -0.20], [-0.03, 0.13, 0.32], [-0.17, 0.18, 0.03], [0.03, -0.07, -0.02], [0.02, 0.01, 0.03], [0.00, -0.06, -0.02], [0.01, 0.04, -0.07], [0.06, 0.11, 0.12], [-0.08, 0.05, -0.27], [0.13, 0.12, 0.40], [0.20, -0.12, -0.29], [-0.32, -0.16, -0.12], [-0.09, 0.08, 0.29], [0.17, 0.16, 0.22], [0.12, -0.18, 0.12], [-0.26, 0.30, -0.09], [0.01, -0.08, -0.06], [0.04, 0.06, 0.16], [-0.03, 0.05, -0.07], [-0.14, 0.13, -0.23], [-0.01, -0.22, 0.20], [0.11, -0.09, -0.08], [-0.05, -0.08, -0.28], [0.09, 0.05, 0.12], [0.06, 0.09, 0.01], [0.13, 0.03, 0.05], [0.13, -0.01, 0.00], [-0.03, -0.08, -0.01], [0.04, 0.02, 0.07], [-0.02, -0.07, 0.04], [-0.06, 0.05, -0.21], [0.01, 0.09, 0.27], [0.02, -0.03, 0.06], [0.01, 0.06, 0.07], [-0.04, 0.08, -0.04], [-0.04, -0.03, -0.08], [0.05, 0.07, 0.01], [-0.04, -0.09, -0.03], [0.02, -0.22, 0.13], [0.08, 0.08, 0.03], [0.02, -0.09, -0.02], [-0.02, -0.03, -0.05], [-0.04, 0.09, -0.02], [-0.05, 0.12, -0.05], [0.02, -0.05, 0.09], [-0.05, 0.00, -0.11], [-0.03, 0.03, -0.08], [-0.08, -0.09, 0.13]], "homo_energy_ev": -7.81, "e_tot_ev": -55597.18975, "smiles": "CSCC[C@@H](NC(=O)c1ccccc1Cl)C(=O)N1CCN(c2ccccn2)CC1", "mol_weight_g_mol": 433.0, "orbital_gap_ev": 8.5}

No. 2
{"formula": "C4H14IN3", "method": "ωB97M-V with the def2-TZVPD basis set", "symbols": ["C", "C", "C", "C", "N", "N", "N", "I", "H", "H", "H", "H", "H", "H", "H", "H", "H", "H", "H", "H", "H", "H"], "xyz": [[0.188, 1.618, -0.562], [-1.870, -0.175, 0.023], [1.642, -1.597, 0.871], [-0.541, 0.529, 0.377], [0.108, 0.456, 1.428], [1.644, 1.610, -0.119], [-1.898, -0.986, -1.157], [1.590, -2.066, -1.152], [0.227, 1.214, -1.554], [-0.296, 2.524, -0.343], [-2.064, -0.897, 0.824], [-2.696, 0.599, -0.045], [2.595, -1.973, 1.365], [0.798, -2.165, 1.340], [-0.206, -0.074, 2.200], [1.733, 1.536, 0.854], [2.104, 0.777, -0.540], [1.653, -0.584, 1.094], [2.243, 2.456, -0.279], [-1.225, -1.785, -1.040], [-1.652, -0.467, -2.156], [-2.849, -1.261, -1.471]], "forces_ev_per_angstrom": [[0.42, -3.05, 1.00], [-0.61, 2.02, 1.84], [1.44, -3.47, 2.06], [0.65, 1.20, -1.61], [-0.48, 0.91, 0.97], [0.72, 0.97, -2.20], [0.84, 0.42, -5.46], [0.00, 0.24, -0.64], [-0.32, 0.72, -0.84], [-0.30, 1.46, -0.41], [-0.25, 0.53, 0.20], [0.88, -0.92, 0.25], [-1.11, -0.01, -0.98], [0.79, 0.80, -0.27], [-0.70, -1.05, 0.94], [-0.51, -0.65, 2.34], [-0.09, 0.59, 0.13], [-0.14, 1.29, -0.01], [-0.92, -0.53, -0.85], [-0.64, 0.37, -0.65], [0.04, -1.29, 3.16], [0.30, -0.55, 1.05]], "total_charge": 2, "homo_energy_ev": -17.03, "e_tot_ev": -16927.49069, "mol_weight_g_mol": 231.1, "orbital_gap_ev": 9.8}

No. 3
{"formula": "C9H14", "method": "ωB97M-V with the def2-TZVPD basis set", "symbols": ["C", "C", "C", "C", "C", "C", "C", "H", "H", "H", "H", "H", "H", "H", "H", "C", "C", "H", "H", "H", "H", "H", "H"], "xyz": [[1.573, 1.537, -1.228], [0.835, 1.061, -0.006], [0.169, 2.031, 0.763], [-0.363, 1.728, 1.999], [-0.159, 0.449, 2.519], [0.624, -0.455, 1.833], [1.027, -0.204, 0.522], [1.241, 2.465, -1.670], [1.616, 0.726, -1.959], [2.575, 1.726, -0.925], [-0.005, 3.009, 0.333], [-0.961, 2.485, 2.478], [-0.579, 0.132, 3.465], [0.757, -1.402, 2.343], [1.286, -0.974, -0.198], [-0.962, -2.989, -2.224], [-2.099, -2.010, -2.393], [-0.039, -2.494, -1.963], [-1.176, -3.809, -1.543], [-0.673, -3.557, -3.117], [-2.110, -1.286, -1.585], [-3.053, -2.487, -2.605], [-2.037, -1.412, -3.312]], "forces_ev_per_angstrom": [[-0.50, -1.15, -0.28], [0.18, 1.62, 0.58], [-0.01, -0.37, -0.34], [-0.18, -0.39, -0.27], [0.30, 0.73, 0.36], [-0.72, -0.69, -0.27], [-0.59, 0.02, -0.21], [-0.57, 0.05, -0.10], [-0.01, 0.25, -0.27], [1.06, 0.09, 0.24], [0.15, 0.07, 0.04], [-0.11, -0.06, 0.38], [0.04, 0.25, 0.10], [0.19, -0.23, -0.47], [0.76, -0.22, 0.51], [0.44, -0.91, -0.75], [-0.17, 0.36, -1.22], [0.23, 0.20, 0.52], [-0.06, 0.33, 0.60], [-0.43, 0.37, -0.35], [-0.46, -0.15, 0.28], [-0.21, -0.22, 0.84], [0.68, 0.05, 0.12]], "homo_energy_ev": -8.95, "e_tot_ev": -9559.51368, "smiles": "Cc1ccccc1.CC", "mol_weight_g_mol": 122.2, "orbital_gap_ev": 9.9}